# C11H27Cl2IrN2OP2

A structure of composition C11H27Cl2IrN2OP2 at a distorted geometry (ωB97M-V/def2-TZVPD, the Open Molecules 2025 dataset).

XYZ file:
```
46
Properties=species:S:1:pos:R:3:lowdin_charge:R:1
C -1.36 -0.08 -3.47 -0.076
C -1.28 -0.16 -2.00 -0.500
H -2.40 0.14 -3.75 0.135
H -1.06 -1.05 -3.89 0.101
H -0.70 0.69 -3.86 0.043
O -2.24 -0.32 -1.27 0.142
Cl 1.39 -0.03 -2.85 0.413
Ir 0.40 0.03 -0.54 0.733
P 0.39 -2.30 -0.72 0.685
C -0.86 -3.04 0.39 -0.205
C 0.06 -3.08 -2.34 -0.213
H 0.28 -4.16 -2.28 0.090
H 2.03 -4.07 -0.41 0.086
H 0.71 -2.62 -3.10 0.031
H 2.79 -2.49 -0.80 0.054
H -1.85 -2.66 0.11 0.060
H -0.99 -2.95 -2.63 0.065
C 2.01 -2.99 -0.22 -0.234
H -0.83 -4.13 0.29 0.088
H 2.17 -2.79 0.84 0.048
H -0.64 -2.77 1.43 0.045
P 0.17 2.32 -0.90 0.681
C -1.07 2.99 0.26 -0.210
C 1.74 3.19 -0.57 -0.234
H 0.34 2.63 -3.30 0.047
H -0.31 4.08 -2.49 0.091
H -1.37 2.67 -2.76 0.065
C -0.34 2.99 -2.52 -0.209
H 2.54 2.68 -1.12 0.049
H 1.67 4.24 -0.90 0.085
H -1.14 4.08 0.13 0.087
H -0.77 2.77 1.29 0.041
H 1.96 3.16 0.50 0.055
H -2.04 2.54 0.05 0.066
Cl 2.42 0.18 0.54 0.239
C -1.20 0.68 4.46 0.052
N -0.23 0.00 3.61 -0.076
C 0.96 -0.63 4.21 0.062
C -0.39 0.03 2.32 -0.143
N -0.36 0.05 1.15 -0.079
H -0.91 0.49 5.50 0.119
H -2.21 0.30 4.28 0.134
H -1.20 1.77 4.26 0.130
H 0.97 -1.71 3.99 0.126
H 1.88 -0.18 3.80 0.115
H 0.89 -0.47 5.28 0.116
```

Calculated values
- E_HOMO (alpha / beta): -17.2 / -20.1 eV
- Net charge: +3
- 2S+1: 6
- Calculated total energy: -2326.27111 a.u.
- Kohn-Sham gap (alpha / beta): 7.206 / 5.754 eV
- <S²>: 8.789

***

# C11H28Cl2HoNO2P2

A structure of composition C11H28Cl2HoNO2P2 at a distorted geometry (ωB97M-V/def2-TZVPD, the Open Molecules 2025 dataset).

XYZ file:
```
47
Properties=species:S:1:pos:R:3:lowdin_charge:R:1
C -1.52 0.05 -4.17 -0.064
C -0.09 -0.11 -3.83 -0.820
H -2.12 0.12 -3.25 0.094
H -1.85 -0.80 -4.77 0.110
H -1.66 0.97 -4.77 0.113
O 0.37 -0.08 -2.65 -0.219
Cl 0.88 -0.36 -5.21 0.858
Ho 0.47 0.12 -0.25 1.013
P 0.67 -2.70 -0.40 0.706
C -0.47 -3.68 0.64 -0.262
C 0.42 -3.43 -2.05 -0.270
H 0.34 -4.53 -1.98 0.066
H 2.28 -4.51 0.00 0.068
H 1.26 -3.16 -2.71 0.057
H 3.07 -3.02 -0.61 0.057
H -1.50 -3.33 0.47 0.049
H -0.50 -3.03 -2.49 0.041
C 2.30 -3.42 0.07 -0.265
H -0.41 -4.75 0.38 0.066
H 2.54 -3.10 1.09 0.044
H -0.22 -3.55 1.70 0.035
P 0.45 2.92 -0.74 0.704
C -0.73 3.76 0.39 -0.272
C 1.97 3.90 -0.45 -0.263
H 0.69 3.31 -3.12 0.055
H -0.23 4.64 -2.34 0.067
H -1.01 3.07 -2.66 0.039
C -0.07 3.56 -2.37 -0.269
H 2.74 3.60 -1.17 0.059
H 1.76 4.97 -0.56 0.067
H -0.73 4.84 0.22 0.064
H -0.46 3.54 1.43 0.048
H 2.35 3.69 0.56 0.048
H -1.74 3.37 0.21 0.048
Cl 2.69 0.29 0.80 -0.074
C 0.27 -0.86 3.66 0.018
N -1.05 -0.21 3.58 -0.130
C -1.87 -0.09 4.78 0.003
C -1.50 0.27 2.44 -0.190
O -0.83 0.19 1.36 -0.272
H 0.46 -1.06 4.71 0.107
H 1.05 -0.21 3.25 0.075
H 0.27 -1.80 3.09 0.090
H -2.21 0.94 4.90 0.111
H -2.76 -0.73 4.71 0.114
H -1.27 -0.39 5.64 0.103
H -2.48 0.77 2.46 0.174
```

Calculated values
- E_HOMO (alpha / beta): -15.3 / -15.3 eV
- Net charge: +2
- 2S+1: 5
- Calculated total energy: -3191.97425 a.u.
- Kohn-Sham gap (alpha / beta): 8.929 / 8.995 eV
- <S²>: 6.004

***

# C11H28I2N4OSW

A structure of composition C11H28I2N4OSW at a distorted geometry (ωB97M-V/def2-TZVPD, the Open Molecules 2025 dataset).

XYZ file:
```
48
Properties=species:S:1:pos:R:3:lowdin_charge:R:1
W 0.43 -0.14 0.71 1.365
N 1.42 0.07 -1.25 -0.069
C 2.07 -1.17 -1.82 -0.134
C 2.56 -2.06 -0.67 -0.132
N 1.41 -2.16 0.29 -0.251
C 1.95 -2.75 1.56 -0.158
C 0.91 -2.68 2.59 -0.143
N 0.65 -1.20 2.68 -0.140
C 0.35 -3.12 -0.27 -0.126
C -0.95 -2.51 -0.69 -0.135
N -1.30 -1.43 0.28 -0.034
H 0.82 0.37 -1.96 0.088
H 2.13 0.83 -1.09 0.093
H 2.90 -0.93 -2.53 0.174
H 1.39 -1.75 -2.43 0.124
H 3.50 -1.72 -0.15 0.156
H 2.83 -3.04 -1.07 0.153
H 2.81 -2.17 1.83 0.132
H 2.26 -3.78 1.37 0.174
H 1.29 -3.03 3.52 0.143
H -0.06 -3.26 2.47 0.166
H 1.47 -0.82 3.05 0.033
H 0.00 -0.97 3.36 -0.016
H 0.13 -3.86 0.48 0.126
H 0.84 -3.76 -1.04 0.173
H -1.74 -3.28 -0.63 0.170
H -0.88 -2.02 -1.67 0.138
H -1.71 -1.82 1.11 0.124
H -2.04 -0.97 -0.17 0.075
I 2.60 1.64 1.65 1.134
C 1.02 2.78 2.51 -0.841
I -0.72 1.51 3.20 1.098
H 0.63 3.43 1.68 -0.005
H 1.35 3.32 3.37 -0.011
O -0.61 1.36 -0.19 -0.784
S -2.09 1.91 -0.28 1.035
C -2.57 1.83 -2.02 -0.286
C -3.02 3.26 -2.37 -0.165
C -1.92 4.15 -1.72 -0.138
C -1.82 3.64 -0.25 -0.296
H -3.34 1.02 -2.19 0.130
H -1.67 1.57 -2.63 0.118
H -4.02 3.56 -2.00 0.151
H -2.95 3.30 -3.45 0.135
H -2.12 5.22 -1.68 0.148
H -0.93 3.92 -2.14 0.128
H -2.45 4.00 0.50 0.096
H -0.81 3.72 0.16 0.080
```

Calculated values
- E_HOMO (alpha / beta): -22.5 / -22.9 eV
- Net charge: +4
- 2S+1: 3
- Calculated total energy: -1789.26259 a.u.
- Kohn-Sham gap (alpha / beta): 7.903 / 8.188 eV
- <S²>: 2.018

***

# C11H28N2O9Zn

A structure of composition C11H28N2O9Zn at a distorted geometry (ωB97M-V/def2-TZVPD, the Open Molecules 2025 dataset).

XYZ file:
```
51
Properties=species:S:1:pos:R:3:lowdin_charge:R:1
Zn -0.70 6.01 -15.70 0.622
O -2.51 2.79 -17.09 0.060
C -1.90 3.91 -17.64 -0.768
O -0.98 4.48 -16.99 -0.077
O -2.29 4.27 -18.76 0.004
H -2.85 2.48 -17.95 0.108
O 0.05 9.42 -13.37 0.068
C -0.86 8.42 -13.56 -0.765
O -0.54 7.55 -14.43 -0.073
O -1.92 8.43 -12.92 0.004
H -0.39 9.95 -12.69 0.106
C -0.68 9.06 -18.79 -0.053
C -0.91 8.22 -17.55 -0.397
C -2.36 7.75 -17.44 -0.139
O -2.52 6.76 -16.42 -0.242
C -3.87 6.40 -16.23 -0.066
N 0.06 7.12 -17.35 0.055
H 0.29 9.56 -18.71 0.082
H -1.34 9.93 -18.75 0.087
H -0.73 8.58 -19.77 0.087
H -0.78 8.90 -16.70 0.139
H -2.63 7.26 -18.39 0.142
H -3.05 8.58 -17.25 0.136
H -4.12 6.36 -15.17 0.097
H -4.16 5.48 -16.74 0.101
H -4.55 7.16 -16.63 0.095
H 0.98 7.56 -17.45 0.110
H 0.08 6.56 -18.21 0.115
C 2.06 3.75 -13.51 -0.050
C 1.55 5.17 -13.77 -0.384
C 2.52 6.19 -13.23 -0.191
O 3.66 6.30 -14.06 -0.197
C 4.63 7.19 -13.57 -0.108
N 1.30 5.35 -15.23 0.070
H 1.43 2.97 -13.93 0.072
H 2.17 3.58 -12.44 0.085
H 3.07 3.65 -13.92 0.088
H 0.63 5.31 -13.19 0.124
H 2.87 5.81 -12.26 0.133
H 2.08 7.18 -13.10 0.128
H 5.35 7.38 -14.36 0.089
H 5.23 6.71 -12.78 0.091
H 4.22 8.12 -13.16 0.093
H 2.06 5.98 -15.49 0.095
H 1.65 4.52 -15.72 0.104
C -1.58 3.60 -13.98 -0.100
O -1.81 5.00 -14.17 -0.135
H -0.87 3.27 -14.73 0.066
H -1.08 3.40 -13.03 0.086
H -2.50 3.03 -14.14 0.092
H -2.37 5.29 -13.44 0.114
```

Calculated values
- E_HOMO: -8.9 eV
- Calculated total energy: -3002.01636 a.u.
- Kohn-Sham gap: 9.209 eV

***

Q: Which of these has the highest calculated total energy?
A: C11H28I2N4OSW